1.
One molecule with the formula C3H6O2, computed with wB97M-V/def2-TZVPD.

XYZ file:
```
11
Properties=species:S:1:pos:R:3:forces:R:3:lowdin_charge:R:1
C -0.09974 -1.35247 1.31078 0.029 -0.091 0.264 -0.0094
O -0.17877 -0.79926 -0.01641 0.063 0.427 -0.239 -0.0176
C 0.00901 0.46501 -0.18206 -0.079 -0.137 -0.048 -0.0226
C 0.01456 1.16185 -1.47472 0.154 -0.663 0.241 -0.5141
O -0.60649 2.29721 -1.42261 -0.089 0.260 -0.086 -0.1894
H 0.90630 -1.74849 1.46078 -0.137 0.044 -0.026 0.1029
H -0.32628 -0.58298 2.05345 0.031 -0.112 -0.111 0.0992
H -0.83366 -2.15599 1.35477 0.103 0.111 0.002 0.1008
H 1.19281 1.17756 -1.48509 -0.054 0.049 0.004 0.1623
H 0.09956 1.09743 0.70793 -0.007 -0.070 -0.079 0.1519
H -0.17729 0.44011 -2.30682 -0.015 0.181 0.077 0.1360
```
Positions in Å, forces in eV/Å.

Its total charge is 0. The LUMO energy (spin up / spin down) comes out at -0.37 / -0.37 eV. The calculation puts the HOMO-LUMO gap (spin up / spin down) at 7.41 / 7.41 eV. The calculated total energy comes out at -268.2385 Ha. The highest occupied orbital energy (spin up / spin down) comes out at -7.78 / -7.78 eV. The calculation puts the energy above the lowest of the compared OMol25 structures with the same formula, charge and spin at 104.6 kcal per mole.

***

2.
One molecule with the formula C3H6O2 at a distorted geometry, computed with wB97M-V/def2-TZVPD.

XYZ file:
```
11
Properties=species:S:1:pos:R:3:forces:R:3:lowdin_charge:R:1
C 0.99306 0.71115 0.00551 0.198 0.104 0.109 -0.0482
C -0.38040 0.15661 0.30516 0.282 -0.983 1.812 -0.4475
O -1.39026 0.79032 -0.44093 -0.289 0.007 -0.052 -0.0195
C -0.47825 -1.34918 0.19427 1.735 -1.379 -3.192 -0.1945
O 0.40112 -2.04274 -0.33107 -1.714 1.103 1.536 0.0367
H 1.02206 1.79008 0.19093 -0.074 -0.207 0.096 0.0863
H 1.75909 0.21713 0.61126 -0.118 0.101 -0.126 0.0893
H 1.25236 0.55652 -1.04823 -0.075 -0.128 0.136 0.0880
H -0.61929 0.11338 1.42877 0.047 1.546 -1.146 0.1684
H -1.09700 0.83461 -1.36957 -0.112 -0.114 0.557 0.1122
H -1.46251 -1.77789 0.45390 0.121 -0.049 0.270 0.1288
```
Positions in Å, forces in eV/Å.

Its total charge is 0. The LUMO energy comes out at 0.70 eV. The calculation puts the HOMO-LUMO gap at 10.47 eV. The calculated total energy comes out at -268.3523 Ha. The highest occupied orbital energy comes out at -9.77 eV. The calculation puts the energy above the lowest of the compared OMol25 structures with the same formula, charge and spin at 33.2 kcal per mole.

***

3.
One molecule with the formula C3H6O2, computed with wB97M-V/def2-TZVPD.

XYZ file:
```
11
Properties=species:S:1:pos:R:3:forces:R:3:lowdin_charge:R:1
C -0.41746 0.61107 1.34038 -0.084 -0.040 0.368 -0.1156
O -0.17778 1.07036 0.02608 0.007 0.096 -0.060 -0.1837
C 0.60270 0.22003 -0.76882 0.210 -0.138 -0.210 -0.1999
C -0.13939 -1.04173 -1.16166 0.027 -0.258 -0.377 -0.2264
O -0.03245 -1.57605 -2.23947 -0.049 0.244 0.599 0.0585
H -1.45780 0.27311 1.44795 0.226 0.056 0.014 0.0890
H 0.24999 -0.21933 1.61782 -0.104 0.201 -0.061 0.0908
H -0.24024 1.44679 2.02790 -0.077 -0.191 -0.088 0.0896
H 1.53026 -0.08102 -0.24475 -0.162 0.058 -0.116 0.1344
H 0.88029 0.76155 -1.67828 -0.043 -0.079 0.163 0.1351
H -0.79811 -1.46479 -0.36714 0.048 0.052 -0.233 0.1283
```
Positions in Å, forces in eV/Å.

Its total charge is 0. The LUMO energy comes out at 0.90 eV. The calculation puts the HOMO-LUMO gap at 10.55 eV. The calculated total energy comes out at -268.3408 Ha. The highest occupied orbital energy comes out at -9.64 eV. The calculation puts the energy above the lowest of the compared OMol25 structures with the same formula, charge and spin at 40.4 kcal per mole.

***

4.
A 2-piece molecular cluster, C3H6O2 overall, computed with wB97M-V/def2-TZVPD.

XYZ file:
```
11
Properties=species:S:1:pos:R:3:forces:R:3:lowdin_charge:R:1
C -1.36237 0.54280 0.33097 -0.296 0.729 -0.165 -0.0361
O -0.69044 -0.48464 0.69625 0.163 -0.596 0.289 -0.0953
C 0.57783 -0.79803 0.44283 0.316 0.158 0.062 -0.1286
C 1.56064 0.19448 0.11146 -0.112 -0.043 0.032 -0.3100
O 2.73763 -0.04488 -0.10278 -0.208 -0.002 0.035 0.0126
H -0.90025 1.34926 -0.22544 -0.087 -0.125 0.069 0.0752
H -0.96920 -0.36141 -1.83786 0.111 -0.071 -0.082 0.0724
H -2.37842 0.58535 0.69905 0.143 -0.060 -0.047 0.0885
H -0.30245 -0.70712 -1.77288 -0.113 0.050 -0.095 0.0763
H 0.83524 -1.79734 0.76448 -0.021 0.102 -0.071 0.1274
H 1.18930 1.24493 0.10761 0.102 -0.141 -0.026 0.1177
```
Positions in Å, forces in eV/Å.

Its total charge is 0. The LUMO energy (spin up / spin down) comes out at -0.30 / -0.71 eV. The calculation puts the HOMO-LUMO gap (spin up / spin down) at 8.26 / 7.68 eV. The calculated total energy comes out at -268.2218 Ha. The highest occupied orbital energy (spin up / spin down) comes out at -8.57 / -8.39 eV. The calculation puts the energy above the lowest of the compared OMol25 structures with the same formula, charge and spin at 115.1 kcal per mole.

***

5.
One molecule with the formula C3H6O2, computed with wB97M-V/def2-TZVPD.

XYZ file:
```
11
Properties=species:S:1:pos:R:3:forces:R:3:lowdin_charge:R:1
C 0.06561 -0.71901 -1.40303 -0.367 0.105 -0.095 0.0378
C 0.21146 -0.11436 -0.22399 -0.216 -0.039 -0.177 -0.3926
O 1.46734 0.24736 0.16963 0.117 -0.031 -0.242 0.0293
C -0.86667 0.36356 0.72293 -0.151 -0.193 -0.333 -0.2025
O -0.40959 0.65297 2.02130 0.235 -0.059 -0.020 -0.0495
H 0.84486 -0.59629 -2.15481 0.062 -0.502 0.260 0.0663
H -0.83538 -1.23298 -1.69794 -0.212 0.302 -0.031 0.0576
H 2.00137 -0.33554 -0.39215 0.465 0.505 0.403 0.1110
H -1.64819 -0.40379 0.78877 0.119 0.163 -0.012 0.1306
H -1.32297 1.25643 0.25717 0.136 -0.193 0.184 0.1308
H 0.51799 0.92033 1.95060 -0.186 -0.058 0.063 0.0812
```
Positions in Å, forces in eV/Å.

Its total charge is 0. The LUMO energy comes out at 0.81 eV. The calculation puts the HOMO-LUMO gap at 9.89 eV. The calculated total energy comes out at -268.3429 Ha. The highest occupied orbital energy comes out at -9.08 eV. The calculation puts the energy above the lowest of the compared OMol25 structures with the same formula, charge and spin at 39.1 kcal per mole.

***

6.
A 2-piece molecular cluster, C3H6O2 overall at a distorted geometry, computed with wB97M-V/def2-TZVPD.

XYZ file:
```
11
Properties=species:S:1:pos:R:3:forces:R:3:mulliken_spin:R:1
O -0.38972 -2.71744 1.07082 0.375 0.183 -0.356 0.0006
C -1.21559 -2.01130 1.57701 0.251 -0.836 -0.191 0.0001
H -1.55263 -2.26289 2.58805 -0.401 0.522 0.158 0.0000
H -1.64696 -1.18238 0.98482 -0.296 0.199 0.423 0.0003
C 0.68892 1.11430 -1.82634 1.370 1.222 0.014 0.5272
C 0.40449 0.89711 -0.47832 -2.201 -2.503 0.193 0.1867
O 0.83035 1.42093 0.58536 1.299 1.887 -0.099 0.1878
H 0.38420 0.51744 -2.66155 -0.608 -0.519 0.125 0.0324
H 1.37558 1.90704 -2.07802 0.150 0.304 -0.097 0.0267
H -0.31703 0.14010 -0.17502 0.001 -0.271 -0.573 0.0456
H 1.43839 2.17708 0.41319 0.060 -0.189 0.403 -0.0073
```
Positions in Å, forces in eV/Å.

Its total charge is +1. The multiplicity is 2. The LUMO energy (spin up / spin down) comes out at -5.00 / -8.97 eV. The calculation puts the HOMO-LUMO gap (spin up / spin down) at 8.48 / 4.51 eV. The calculated total energy comes out at -267.9775 Ha. The highest occupied orbital energy (spin up / spin down) comes out at -13.48 / -13.48 eV. The expectation value of S² is 0.755. The calculation puts the energy above the lowest of the compared OMol25 structures with the same formula, charge and spin at 24.3 kcal per mole.

***

7.
C3H6O2P as an isolated structure at a distorted geometry, computed with wB97M-V/def2-TZVPD.

XYZ file:
```
12
Properties=species:S:1:pos:R:3:forces:R:3:lowdin_charge:R:1
C 0.26651 0.86425 0.64225 0.755 -1.196 2.585 -0.3368
C 0.81563 -0.60492 0.59327 -0.347 -0.350 -0.109 -0.2494
C -0.44402 0.83406 -0.64689 -1.302 -0.134 0.211 -0.2927
O -1.85486 -1.54246 0.01655 -0.164 0.223 0.886 -0.4055
O -0.05405 -1.56703 -1.80676 0.442 -0.742 -1.042 -0.4234
P -0.58844 -1.00243 -0.54672 0.381 0.296 -1.075 0.2771
H -0.57570 0.91963 1.41947 1.620 0.090 -0.526 0.1153
H 1.05112 1.62508 0.78727 -0.424 -0.055 0.165 0.0835
H 1.73802 -0.70825 -0.01477 -0.443 0.096 0.541 0.0720
H 0.78457 -1.26045 1.44836 0.522 0.173 0.760 0.0447
H -1.32005 1.38232 -0.42317 -1.227 0.983 -1.301 0.0534
H 0.18127 1.06019 -1.46886 0.187 0.617 -1.096 0.0618
```
Positions in Å, forces in eV/Å.

Its total charge is -1. The LUMO energy comes out at 4.34 eV. The calculation puts the HOMO-LUMO gap at 8.59 eV. The calculated total energy comes out at -609.8282 Ha. The highest occupied orbital energy comes out at -4.26 eV. The calculation puts the energy above the lowest of the compared OMol25 structures with the same formula, charge and spin at 0.0 kcal per mole.

***

8.
One molecule with the formula C3H6O2S at a distorted geometry, computed with wB97M-V/def2-TZVPD.

XYZ file:
```
12
Properties=species:S:1:pos:R:3:forces:R:3:lowdin_charge:R:1
C 0.55178 -1.68242 1.75155 -0.647 0.243 0.384 -0.0608
O 0.99527 -0.93469 0.63138 -0.408 0.857 -0.589 -0.1448
C -0.01280 -0.29368 -0.01556 0.589 -0.083 -0.431 -0.7888
O -1.18523 -0.46831 0.18826 0.569 0.559 -0.119 0.0525
S 0.79564 0.73683 -1.26509 0.076 -0.413 0.833 0.9264
C -0.50558 1.89501 -1.73786 1.139 -0.199 -1.077 -0.3802
H 1.39038 -2.27670 2.05604 0.300 -0.489 0.020 0.0824
H 0.33330 -0.97626 2.59224 -0.297 -0.700 -0.706 0.1136
H -0.30690 -2.28450 1.40174 0.350 0.195 0.849 0.1023
H -0.20654 2.91098 -1.46877 -0.360 -0.247 0.450 0.0329
H -0.44183 1.86665 -2.84468 -0.820 -0.050 0.609 0.0358
H -1.40749 1.50710 -1.28926 -0.490 0.328 -0.223 0.0286
```
Positions in Å, forces in eV/Å.

Its total charge is 0. The LUMO energy comes out at 0.76 eV. The calculation puts the HOMO-LUMO gap at 10.10 eV. The calculated total energy comes out at -666.5696 Ha. The highest occupied orbital energy comes out at -9.34 eV. The calculation puts the energy above the lowest of the compared OMol25 structures with the same formula, charge and spin at 15.3 kcal per mole.

***

9.
One molecule with the formula C3H6O2S at a distorted geometry, computed with wB97M-V/def2-TZVPD.

XYZ file:
```
12
Properties=species:S:1:pos:R:3:forces:R:3:lowdin_charge:R:1
O 2.45352 1.23698 0.42420 -0.725 -8.795 -6.119 -0.1913
C 2.29685 -0.05261 -0.49304 -3.466 4.427 3.659 0.0738
O 1.07231 -0.89946 -0.51831 3.889 4.119 0.741 -0.1323
C 0.29377 -0.56575 0.63470 -0.630 -2.406 2.972 -0.3307
C -1.21946 -0.80421 0.43768 1.030 -2.904 -3.781 -0.5682
S -2.17476 0.57104 -0.34030 -0.522 0.102 3.248 0.6261
H 2.81472 -0.48866 -1.38411 0.575 1.125 1.065 0.1290
H 0.76414 -1.36487 1.43490 -1.544 2.326 -1.362 0.1806
H 0.35770 0.46394 0.92824 1.041 0.348 0.186 0.0766
H -1.08738 -1.59919 -0.53443 -1.179 1.538 2.803 0.1289
H -1.77103 -1.26102 1.29909 0.733 0.381 -0.972 0.0766
H -2.71558 0.94844 0.97799 0.799 -0.260 -2.441 -0.0691
```
Positions in Å, forces in eV/Å.

Its total charge is 0. The LUMO energy comes out at -0.74 eV. The calculation puts the HOMO-LUMO gap at 8.66 eV. The calculated total energy comes out at -666.3755 Ha. The highest occupied orbital energy comes out at -9.40 eV. The calculation puts the energy above the lowest of the compared OMol25 structures with the same formula, charge and spin at 137.1 kcal per mole.

***

10.
A 2-piece molecular cluster, C3H6O2S overall at a distorted geometry, computed with wB97M-V/def2-TZVPD.

XYZ file:
```
12
Properties=species:S:1:pos:R:3:forces:R:3:lowdin_charge:R:1
O -1.23661 0.07205 -1.04019 -2.008 0.760 0.717 0.0513
C -0.12884 -0.19618 -0.77283 1.742 -0.813 -1.356 -0.7368
C 0.89299 0.10500 0.33000 -2.100 -3.071 -0.081 -0.1938
C 2.05297 -0.56296 -0.39644 -0.418 -0.173 -2.037 -0.3555
S 0.96735 -1.09918 -1.89953 0.439 0.465 1.508 0.8870
H 0.44554 -0.31230 1.30478 1.356 0.517 -1.225 0.1594
H 0.99647 1.10519 0.35547 0.277 3.611 0.613 0.0704
H 2.83014 0.07010 -0.93279 -0.618 -0.892 1.767 0.0955
H 2.25770 -1.47311 0.11411 1.406 -0.436 0.153 0.0503
O -3.19191 1.04689 1.22146 1.414 -1.077 -0.785 -0.1136
H -2.21527 0.90801 0.98936 -2.299 0.192 0.197 0.0373
H -3.67052 0.33650 0.72659 0.810 0.917 0.530 0.0486
```
Positions in Å, forces in eV/Å.

Its total charge is 0. The LUMO energy comes out at 0.42 eV. The calculation puts the HOMO-LUMO gap at 10.18 eV. The calculated total energy comes out at -666.5331 Ha. The highest occupied orbital energy comes out at -9.77 eV. The calculation puts the energy above the lowest of the compared OMol25 structures with the same formula, charge and spin at 38.2 kcal per mole.

***

- What is the total charge in the seventh record?
  -1